{"formula": "C57H71F6N4", "method": "wB97M-V/def2-TZVPD", "de_lowest_kcal_mol": 10.1, "gap_ev": 6.79, "e_tot_ha": -3032.52631, "charge": 1, "homo_energy_ev": -9.18, "elements": ["C", "N", "C", "C", "F", "F", "F", "C", "C", "C", "C", "C", "C", "C", "C", "C", "N", "C", "C", "C", "F", "F", "F", "C", "C", "C", "C", "H", "H", "H", "H", "H", "H", "H", "H", "H", "H", "H", "H", "H", "H", "H", "H", "H", "H", "H", "C", "C", "C", "C", "C", "C", "C", "C", "C", "C", "C", "C", "C", "C", "N", "C", "C", "N", "C", "C", "C", "C", "C", "C", "C", "C", "C", "C", "C", "C", "C", "C", "C", "C", "C", "C", "C", "C", "C", "C", "H", "H", "H", "H", "H", "H", "H", "H", "H", "H", "H", "H", "H", "H", "H", "H", "H", "H", "H", "H", "H", "H", "H", "H", "H", "H", "H", "H", "H", "H", "H", "H", "H", "H", "H", "H", "H", "H", "H", "H", "H", "H", "H", "H", "H", "H", "H", "H", "H", "H", "H", "H"], "coordinates": [[-2.8416, -6.5514, 0.4528], [-1.9119, -5.7545, 1.2149], [-1.6362, -6.2000, 2.5763], [-2.4172, -5.3727, 3.5494], [-2.3408, -5.7806, 4.8413], [-1.9696, -4.0625, 3.5104], [-3.7454, -5.3199, 3.1949], [-1.3085, -4.6565, 0.6738], [-0.1206, -4.1158, 1.2176], [0.4285, -2.9806, 0.6593], [-0.2692, -2.1950, -0.2573], [0.4190, -0.9547, -0.8667], [0.3178, -1.2616, -2.3825], [-0.6355, -0.6293, -3.1858], [-0.5696, -0.7720, -4.5585], [0.2767, -1.7524, -5.1347], [0.3294, -1.8782, -6.4961], [0.1354, -0.7644, -7.3896], [0.6397, -3.1359, -7.1545], [-0.6166, -3.9442, -7.3011], [-0.4069, -5.2428, -7.6467], [-1.3593, -3.9405, -6.1460], [-1.4136, -3.3699, -8.2712], [1.0051, -2.6052, -4.2674], [1.0753, -2.3116, -2.9144], [-1.4155, -2.7729, -0.8494], [-1.8925, -4.0076, -0.4453], [-2.4572, -6.7190, -0.5636], [-2.9521, -7.5333, 0.9344], [-3.8310, -6.0691, 0.3673], [-1.9724, -7.2373, 2.6821], [-0.5790, -6.0781, 2.8244], [0.4061, -4.6434, 2.0107], [1.4685, -2.7521, 0.8930], [1.4710, -1.0235, -0.5489], [-1.3917, 0.0332, -2.7554], [-1.2332, -0.1691, -5.1901], [-0.6483, -0.0871, -7.0398], [1.0630, -0.1799, -7.5104], [-0.1514, -1.1560, -8.3724], [0.9596, -2.8948, -8.1756], [1.3937, -3.7125, -6.6077], [1.5241, -3.4768, -4.6590], [1.7047, -2.9163, -2.2509], [-1.9406, -2.2496, -1.6489], [-2.7389, -4.4609, -0.9632], [-2.9629, -1.6653, 1.3936], [-3.2706, -0.5495, 2.3550], [-4.6850, -0.7829, 2.8954], [-2.2913, -0.6291, 3.5154], [-3.1330, 0.7288, 1.5135], [-4.1619, 1.0056, 0.5998], [-4.2246, 2.2256, -0.0622], [-3.3767, 3.2540, 0.3607], [-2.5290, 3.0217, 1.4578], [-2.4330, 4.1029, 2.5681], [-1.1547, 4.9209, 2.4252], [-2.6080, 3.4625, 3.9575], [-3.5947, 5.0976, 2.4424], [-2.0702, 1.6668, 1.5934], [-0.6659, 1.3492, 1.7697], [0.0024, 1.7403, 3.0287], [1.4448, 1.8777, 2.6668], [1.5130, 1.3297, 1.3002], [2.8340, 1.3198, 0.7073], [3.6856, 0.2127, 0.9613], [3.4737, -0.9997, 1.9223], [3.8049, -2.2945, 1.1629], [2.0868, -1.1419, 2.5289], [4.4643, -0.8916, 3.0924], [4.9565, 0.2106, 0.3707], [5.4414, 1.3029, -0.3236], [4.6716, 2.4545, -0.3881], [3.3754, 2.5076, 0.1355], [2.7857, 3.9565, 0.1535], [3.1916, 4.7170, -1.1221], [3.3843, 4.6761, 1.3676], [1.2754, 4.0696, 0.1856], [0.2780, 1.0111, 0.8404], [0.0023, 0.4191, -0.5659], [0.6836, 1.3609, -1.6179], [1.9497, 1.0476, -2.1102], [2.5069, 1.7667, -3.1737], [1.7858, 2.8031, -3.7725], [0.5188, 3.1176, -3.2815], [-0.0558, 2.3703, -2.2456], [-2.0000, -1.4261, 0.9396], [-2.8643, -2.6286, 1.9060], [-3.7069, -1.7496, 0.5911], [-4.9570, -0.0161, 3.6294], [-5.4300, -0.7970, 2.0938], [-4.7221, -1.7624, 3.3959], [-2.4706, 0.1767, 4.2396], [-2.4118, -1.5902, 4.0379], [-1.2561, -0.5848, 3.1609], [-4.9356, 0.2497, 0.4244], [-4.9771, 2.3991, -0.8361], [-3.4524, 4.2430, -0.0962], [-1.0736, 5.2799, 1.3903], [-1.1962, 5.7956, 3.0905], [-0.2461, 4.3630, 2.6732], [-3.6736, 3.2531, 4.1237], [-2.0938, 2.5042, 4.0823], [-2.2587, 4.1523, 4.7374], [-4.5568, 4.5730, 2.4530], [-3.5770, 5.7779, 3.3038], [-3.5152, 5.6987, 1.5311], [-0.3991, 2.6700, 3.4182], [-0.1274, 0.9663, 3.7959], [1.7879, 2.9196, 2.6561], [2.0939, 1.3226, 3.3493], [4.8829, -2.4007, 1.0023], [3.4826, -3.1685, 1.7446], [3.3185, -2.3203, 0.1800], [1.9566, -0.5370, 3.4329], [1.3083, -0.8853, 1.8053], [1.9122, -2.1828, 2.8408], [4.3033, 0.0369, 3.6546], [4.3142, -1.7393, 3.7742], [5.5043, -0.9066, 2.7480], [5.6146, -0.6475, 0.5075], [6.4459, 1.2931, -0.7516], [5.1274, 3.3387, -0.8327], [2.9754, 4.1113, -2.0110], [2.6148, 5.6481, -1.2043], [4.2492, 5.0016, -1.1300], [3.1594, 4.1458, 2.3010], [4.4768, 4.7366, 1.2748], [2.9818, 5.6959, 1.4457], [0.7882, 3.3767, 0.8637], [0.9945, 5.0908, 0.4767], [0.8515, 3.8869, -0.8015], [-1.0883, 0.5388, -0.6519], [2.5067, 0.2119, -1.6852], [3.5012, 1.4967, -3.5271], [2.2208, 3.3805, -4.5961], [-0.0591, 3.9360, -3.7099], [-1.0745, 2.5774, -1.9002]], "forces_ev_per_a": [[-0.4, -0.1, -0.4], [0.1, -1.3, 1.0], [0.1, 0.1, -0.8], [-1.1, 1.5, 0.6], [0.0, 0.2, -1.1], [-0.4, -1.1, 0.4], [1.2, -0.1, 0.5], [0.4, 1.1, -0.1], [-0.5, -0.7, -0.5], [0.1, 0.3, -0.2], [0.2, -0.4, -0.2], [0.5, -3.3, -0.7], [0.0, 0.0, 0.4], [0.7, 0.2, 0.0], [-0.1, -0.5, -0.3], [-0.2, 0.1, 1.2], [0.2, -0.8, -1.2], [0.0, 0.5, -0.3], [0.3, 0.7, 0.4], [-1.7, -0.4, 0.0], [-0.1, 1.1, 0.2], [0.7, -0.2, -1.1], [0.6, -0.7, 0.8], [-0.2, 0.4, -0.3], [-0.2, 0.5, 0.0], [0.4, 0.0, 0.2], [0.2, 0.0, 0.3], [-0.1, 0.0, 0.2], [-0.1, 0.4, -0.2], [0.2, -0.3, 0.1], [0.4, 0.2, 0.1], [-0.2, -0.4, 0.1], [0.0, 0.2, -0.3], [-0.7, 0.1, 0.1], [-0.1, -0.2, -0.3], [0.4, -0.1, -0.2], [0.3, -0.4, 0.3], [0.1, -0.2, -0.2], [-0.2, 0.0, 0.0], [-0.1, 0.3, 0.3], [0.3, -0.4, 0.4], [-0.1, 0.0, -0.4], [0.0, 0.3, 0.1], [-0.2, 0.2, -0.3], [0.2, -0.2, 0.2], [0.2, 0.3, 0.3], [0.5, -0.5, -0.2], [0.2, -0.5, -0.5], [-0.2, 0.4, 0.2], [0.2, 0.0, 0.3], [0.2, -0.1, -0.2], [-0.6, 0.4, 0.1], [0.4, -0.3, -0.5], [-0.6, -0.5, 0.5], [0.3, 0.4, -0.7], [0.8, 0.3, -0.6], [0.3, 0.4, 0.3], [-0.1, -0.4, 0.1], [-0.2, 0.0, -0.2], [-1.5, -0.3, -0.3], [0.5, -0.1, 0.8], [-0.2, -0.1, 0.6], [0.7, 0.4, -0.2], [-0.9, -0.1, 0.2], [0.9, -0.1, 0.3], [0.1, -0.2, 0.0], [0.1, 0.1, -0.2], [0.2, -0.3, -0.2], [-0.7, -0.2, 0.2], [0.1, 0.2, 0.1], [0.1, 0.1, 0.0], [-0.1, 0.0, 0.0], [0.1, -0.3, 0.1], [0.0, 0.4, 0.0], [0.0, -0.3, -0.3], [0.2, 0.2, -0.2], [0.3, 0.0, 0.2], [-0.7, 0.1, 0.0], [0.6, 0.3, 0.3], [-0.9, 3.4, 0.5], [-0.6, -0.2, -0.3], [0.2, 0.4, -0.3], [-0.3, -0.2, 0.2], [0.0, 0.0, 0.2], [-0.4, -0.2, 0.0], [0.5, -0.1, 0.2], [-0.3, -0.3, 0.1], [-0.1, 0.2, -0.2], [0.1, 0.0, 0.2], [-0.1, -0.1, -0.1], [0.1, 0.0, 0.2], [0.1, 0.3, -0.2], [0.1, -0.1, -0.1], [0.0, 0.3, -0.2], [-0.2, -0.1, 0.1], [0.3, 0.4, 0.1], [0.4, -0.1, 0.2], [-0.3, -0.1, 0.6], [0.1, 0.0, 0.3], [0.1, -0.2, -0.1], [-0.1, 0.2, -0.2], [0.2, 0.1, 0.0], [-0.2, 0.3, 0.1], [-0.1, -0.1, -0.2], [0.1, 0.1, -0.1], [0.1, -0.1, -0.2], [-0.1, 0.0, 0.2], [0.0, -0.2, -0.2], [-0.2, 0.1, -0.3], [-0.1, -0.3, -0.1], [0.0, 0.2, -0.3], [-0.2, 0.0, 0.0], [0.1, 0.2, -0.1], [0.1, -0.1, 0.2], [0.0, -0.1, -0.2], [0.1, -0.4, 0.5], [0.1, 0.4, 0.0], [0.1, -0.1, 0.0], [0.0, 0.2, -0.1], [-0.2, 0.0, 0.1], [-0.3, 0.3, 0.0], [-0.3, 0.0, 0.1], [-0.3, -0.3, 0.2], [0.1, 0.2, 0.3], [0.1, -0.2, 0.1], [-0.2, 0.0, 0.0], [0.1, 0.2, -0.1], [-0.2, 0.0, 0.1], [0.1, -0.2, -0.1], [0.0, 0.4, 0.0], [0.1, -0.2, 0.0], [0.1, 0.1, 0.2], [0.1, 0.0, -0.2], [0.0, 0.4, -0.2], [-0.2, 0.1, 0.0], [-0.2, -0.3, 0.3], [0.2, -0.2, 0.0], [0.3, 0.0, -0.1]], "mulliken_charge": [-1.225, 0.150, -1.042, 1.118, -0.300, -0.149, -0.299, 0.968, -1.270, 0.025, -0.743, 1.501, 0.335, -0.098, -1.012, 1.348, 0.268, -1.076, -1.221, 1.088, -0.281, -0.250, -0.276, -1.434, -0.440, -0.492, -0.330, 0.422, 0.342, 0.330, 0.397, 0.219, 0.320, 0.315, -1.461, 0.671, 0.296, 0.331, 0.285, 0.387, 0.467, 0.316, 0.245, 0.437, 0.516, 0.489, -1.324, 2.124, -1.975, -1.078, 0.292, -0.194, -1.266, -1.038, 0.582, 1.770, -1.536, -1.513, -1.937, -1.301, 1.512, -1.448, -0.216, 1.384, -1.889, 0.390, 1.943, -2.066, -1.540, -1.757, -0.310, -1.508, -0.170, 0.679, 2.432, -2.050, -1.943, -1.000, -0.858, -0.753, 1.752, -0.195, -0.974, -1.316, -0.281, -0.452, -0.168, 0.103, 0.524, 0.431, 0.359, 0.446, 0.502, 0.582, -0.575, 0.396, 0.479, 0.534, 0.293, 0.549, 0.272, 0.398, 0.101, 0.362, 0.455, 0.458, 0.405, 0.843, 0.589, -0.209, 0.789, 0.531, 0.418, 0.376, 0.725, -0.103, 0.931, 0.342, 0.484, 0.354, 0.366, 0.447, 0.263, 0.474, 0.355, 0.558, 0.372, 0.412, 0.470, -0.121, 0.911, -0.354, 0.683, 0.393, 0.442, 0.451, 0.472, 0.269]}